C82H187F9N10O33S3 | ωB97M-V with the def2-TZVPD basis set

Values from the calculation:
- Energy above the lowest of the compared OMol25 structures with the same formula, charge and spin: 0.00 kcal/mol
- Highest occupied orbital energy: -8.480 eV
- F_max: 0.083 hartree/bohr
- Total charge: +2
- Multiplicity: 1

Last columns: bonded neighbours and bond lengths (Å).
Atoms and positions in Å:
1 C -3.42 -1.57 0.75  O2 1.381, H12 1.090, H13 1.090, H14 1.090
2 O -2.21 -0.96 0.44  C1 1.381, C3 1.455
3 C -2.06 -0.26 -0.82  O2 1.455, C4 1.541, H15 1.090, H16 1.090
4 C -0.79 0.62 -0.77  C3 1.541, N5 1.545, H17 1.090, H18 1.090
5 N -0.85 1.50 0.50  C4 1.545, H6 1.010, H7 1.010, C8 1.568
6 H -1.63 2.10 0.27  N5 1.010
7 H -1.12 1.05 1.36  N5 1.010
8 C 0.29 2.46 0.97  N5 1.568, C9 1.558, H19 1.090, H20 1.090
9 C 1.71 1.92 0.62  C8 1.558, O10 1.487, H21 1.090, H22 1.090
10 O 1.98 0.49 0.92  C9 1.487, C11 1.455
11 C 3.29 0.14 0.41  O10 1.455, H23 1.090, H24 1.090, H25 1.090
12 H -3.36 -1.97 1.76  C1 1.090
13 H -3.74 -2.38 0.10  C1 1.090
14 H -4.20 -0.81 0.80  C1 1.090
15 H -2.93 0.38 -0.99  C3 1.090
16 H -1.87 -0.94 -1.65  C3 1.090
17 H -0.77 1.27 -1.64  C4 1.090
18 H 0.16 0.09 -0.74  C4 1.090
19 H 0.21 2.66 2.04  C8 1.090
20 H 0.16 3.39 0.41  C8 1.090
21 H 2.53 2.56 0.96  C9 1.090
22 H 1.86 2.09 -0.45  C9 1.090
23 H 3.42 -0.94 0.43  C11 1.090
24 H 4.12 0.68 0.87  C11 1.090
25 H 3.31 0.25 -0.68  C11 1.090
26 C -0.61 9.34 -4.39  O27 1.445, H37 1.090, H38 1.090, H39 1.090
27 O -0.70 7.90 -4.29  C26 1.445, C28 1.356
28 C -0.24 7.44 -3.11  O27 1.356, C29 1.493, H40 1.090, H41 1.090
29 C -0.31 5.97 -2.87  C28 1.493, N30 1.495, H42 1.090, H43 1.090
30 N -1.76 5.62 -2.79  C29 1.495, H31 1.010, H32 1.010, C33 1.579
31 H -2.09 5.75 -1.85  N30 1.010
32 H -2.31 6.31 -3.29  N30 1.010
33 C -2.25 4.23 -3.36  N30 1.579, C34 1.531, H44 1.090, H45 1.090
34 C -2.88 4.39 -4.75  C33 1.531, O35 1.457, H46 1.090, H47 1.090
35 O -2.13 5.30 -5.61  C34 1.457, C36 1.384
36 C -2.88 5.74 -6.68  O35 1.384, H48 1.090, H49 1.090, H50 1.090
37 H -0.79 9.85 -3.44  C26 1.090
38 H -1.31 9.65 -5.15  C26 1.090
39 H 0.38 9.57 -4.79  C26 1.090
40 H -0.47 7.98 -2.19  C28 1.090
41 H 0.85 7.52 -3.12  C28 1.090
42 H 0.19 5.56 -1.99  C29 1.090
43 H 0.15 5.47 -3.72  C29 1.090
44 H -2.77 3.77 -2.52  C33 1.090
45 H -1.36 3.60 -3.36  C33 1.090
46 H -3.76 4.91 -4.35  C34 1.090
47 H -2.96 3.44 -5.27  C34 1.090
48 H -3.91 5.72 -6.34  C36 1.090
49 H -2.70 5.04 -7.50  C36 1.090
50 H -2.60 6.72 -7.07  C36 1.090
51 C 3.37 1.17 9.10  O52 1.440, H62 1.090, H63 1.090, H64 1.090
52 O 4.01 2.35 8.58  C51 1.440, C53 1.411
53 C 4.36 3.39 9.47  O52 1.411, C54 1.646, H65 1.090, H66 1.090
54 C 4.78 4.61 8.46  C53 1.646, N55 1.581, H67 1.090, H68 1.090
55 N 5.93 4.14 7.49  C54 1.581, H56 1.010, H57 1.010, C58 1.559
56 H 6.82 4.19 7.96  N55 1.010
57 H 5.90 3.15 7.32  N55 1.010
58 C 5.95 4.83 6.09  N55 1.559, C59 1.540, H69 1.090, H70 1.090
59 C 5.42 3.85 5.03  C58 1.540, O60 1.424, H71 1.090, H72 1.090
60 O 6.35 2.77 5.01  C59 1.424, C61 1.419
61 C 6.01 1.61 4.26  O60 1.419, H73 1.090, H74 1.090, H75 1.090
62 H 2.50 1.43 9.71  C51 1.090
63 H 4.18 0.76 9.70  C51 1.090
64 H 3.14 0.39 8.38  C51 1.090
65 H 5.27 3.12 10.00  C53 1.090
66 H 3.52 3.65 10.12  C53 1.090
67 H 5.11 5.50 9.00  C54 1.090
68 H 3.91 4.79 7.82  C54 1.090
69 H 6.99 4.94 5.79  C58 1.090
70 H 5.50 5.82 5.99  C58 1.090
71 H 5.45 4.35 4.06  C59 1.090
72 H 4.45 3.42 5.26  C59 1.090
73 H 5.25 1.73 3.50  C61 1.090
74 H 5.82 0.80 4.96  C61 1.090
75 H 6.90 1.28 3.73  C61 1.090
76 C -7.56 5.60 -4.25  O77 1.396, H87 1.090, H88 1.090, H89 1.090
77 O -6.66 4.86 -3.47  C76 1.396, C78 1.383
78 C -6.96 5.01 -2.13  O77 1.383, C79 1.576, H90 1.090, H91 1.090
79 C -6.06 3.95 -1.38  C78 1.576, N80 1.491, H92 1.090, H93 1.090
80 N -6.04 2.68 -2.15  C79 1.491, H81 1.010, H82 1.010, C83 1.473
81 H -6.32 2.92 -3.09  N80 1.010
82 H -5.21 2.12 -2.25  N80 1.010
83 C -7.03 1.69 -1.68  N80 1.473, C84 1.560, H94 1.090, H95 1.090
84 C -7.08 0.51 -2.70  C83 1.560, O85 1.431, H96 1.090, H97 1.090
85 O -7.33 1.06 -3.99  C84 1.431, C86 1.426
86 C -7.26 0.06 -5.01  O85 1.426, H98 1.090, H99 1.090, H100 1.090
87 H -7.15 5.81 -5.24  C76 1.090
88 H -7.88 6.60 -3.94  C76 1.090
89 H -8.50 5.06 -4.32  C76 1.090
90 H -7.98 4.68 -1.95  C78 1.090
91 H -6.87 5.97 -1.62  C78 1.090
92 H -6.47 3.83 -0.38  C79 1.090
93 H -5.04 4.25 -1.14  C79 1.090
94 H -8.02 2.11 -1.49  C83 1.090
95 H -6.55 1.31 -0.78  C83 1.090
96 H -7.92 -0.13 -2.44  C84 1.090
97 H -6.17 -0.09 -2.70  C84 1.090
98 H -6.25 -0.34 -5.09  C86 1.090
99 H -7.55 0.44 -5.98  C86 1.090
100 H -7.79 -0.87 -4.79  C86 1.090
101 C 1.93 -1.39 -3.12  O102 1.425, H112 1.090, H113 1.090, H114 1.090
102 O 3.28 -1.40 -3.57  C101 1.425, C103 1.460
103 C 3.41 -0.34 -4.56  O102 1.460, C104 1.595, H115 1.090, H116 1.090
104 C 4.81 0.43 -4.63  C103 1.595, N105 1.540, H117 1.090, H118 1.090
105 N 5.24 0.96 -3.25  C104 1.540, H106 1.010, H107 1.010, C108 1.518
106 H 4.46 1.44 -2.84  N105 1.010
107 H 5.27 0.10 -2.72  N105 1.010
108 C 6.39 1.95 -3.17  N105 1.518, C109 1.553, H119 1.090, H120 1.090
109 C 7.52 1.71 -4.21  C108 1.553, O110 1.489, H121 1.090, H122 1.090
110 O 8.19 0.42 -3.90  C109 1.489, C111 1.406
111 C 9.54 0.43 -4.29  O110 1.406, H123 1.090, H124 1.090, H125 1.090
112 H 1.48 -2.36 -2.90  C101 1.090
113 H 1.24 -0.98 -3.86  C101 1.090
114 H 1.79 -0.73 -2.25  C101 1.090
115 H 2.63 0.42 -4.54  C103 1.090
116 H 3.24 -0.85 -5.51  C103 1.090
117 H 4.75 1.34 -5.23  C104 1.090
118 H 5.53 -0.32 -4.95  C104 1.090
119 H 6.64 1.80 -2.11  C108 1.090
120 H 5.93 2.90 -3.42  C108 1.090
121 H 8.20 2.56 -4.13  C109 1.090
122 H 7.27 1.55 -5.26  C109 1.090
123 H 10.06 1.01 -3.52  C111 1.090
124 H 9.67 0.92 -5.26  C111 1.090
125 H 10.02 -0.55 -4.29  C111 1.090
126 C 6.70 2.62 0.22  O127 1.375, H137 1.090, H138 1.090, H139 1.090
127 O 5.73 3.26 -0.51  C126 1.375, C128 1.433
128 C 6.06 4.57 -0.98  O127 1.433, C129 1.495, H140 1.090, H141 1.090
129 C 4.74 5.26 -1.14  C128 1.495, N130 1.550, H142 1.090, H143 1.090
130 N 3.94 5.26 0.19  C129 1.550, H131 1.010, H132 1.010, C133 1.590
131 H 3.88 4.29 0.44  N130 1.010
132 H 4.45 5.81 0.87  N130 1.010
133 C 2.49 5.86 -0.04  N130 1.590, C134 1.505, H144 1.090, H145 1.090
134 C 1.82 6.22 1.26  C133 1.505, O135 1.377, H146 1.090, H147 1.090
135 O 1.78 5.12 2.08  C134 1.377, C136 1.484
136 C 1.57 5.40 3.52  O135 1.484, H148 1.090, H149 1.090, H150 1.090
137 H 7.72 2.57 -0.17  C126 1.090
138 H 6.33 1.61 0.35  C126 1.090
139 H 6.75 3.08 1.21  C126 1.090
140 H 6.63 4.51 -1.91  C128 1.090
141 H 6.62 4.95 -0.13  C128 1.090
142 H 4.27 4.74 -1.98  C129 1.090
143 H 4.79 6.32 -1.39  C129 1.090
144 H 1.93 5.08 -0.56  C133 1.090
145 H 2.58 6.77 -0.63  C133 1.090
146 H 0.80 6.46 0.94  C134 1.090
147 H 2.20 7.13 1.73  C134 1.090
148 H 0.63 5.89 3.79  C136 1.090
149 H 2.44 5.90 3.94  C136 1.090
150 H 1.58 4.45 4.05  C136 1.090
151 C 1.20 -9.25 -1.15  O152 1.435, H162 1.090, H163 1.090, H164 1.090
152 O 0.13 -8.66 -0.40  C151 1.435, C153 1.454
153 C -0.53 -7.46 -0.89  O152 1.454, C154 1.523, H165 1.090, H166 1.090
154 C -1.45 -7.54 -2.11  C153 1.523, N155 1.531, H167 1.090, H168 1.090
155 N -2.64 -8.45 -1.83  C154 1.531, H156 1.010, H157 1.010, C158 1.600
156 H -2.35 -9.36 -2.15  N155 1.010
157 H -2.83 -8.64 -0.85  N155 1.010
158 C -3.95 -8.19 -2.71  N155 1.600, C159 1.501, H169 1.090, H170 1.090
159 C -4.44 -6.77 -2.73  C158 1.501, O160 1.435, H171 1.090, H172 1.090
160 O -5.37 -6.63 -3.82  C159 1.435, C161 1.420
161 C -6.70 -6.96 -3.44  O160 1.420, H173 1.090, H174 1.090, H175 1.090
162 H 0.95 -9.44 -2.19  C151 1.090
163 H 1.47 -10.24 -0.77  C151 1.090
164 H 2.08 -8.60 -1.19  C151 1.090
165 H 0.19 -6.69 -1.15  C153 1.090
166 H -1.05 -7.05 -0.03  C153 1.090
167 H -0.92 -7.77 -3.04  C154 1.090
168 H -1.72 -6.50 -2.31  C154 1.090
169 H -4.68 -8.87 -2.28  C158 1.090
170 H -3.62 -8.70 -3.61  C158 1.090
171 H -3.69 -6.01 -2.93  C159 1.090
172 H -4.86 -6.65 -1.73  C159 1.090
173 H -6.96 -7.96 -3.76  C161 1.090
174 H -7.30 -6.28 -4.04  C161 1.090
175 H -7.00 -6.94 -2.39  C161 1.090
176 C -6.50 -2.30 4.20  C177 1.582, H186 1.090, H187 1.090, H188 1.090
177 C -5.69 -0.97 4.50  C176 1.582, C178 1.533, H189 1.090, H190 1.090
178 C -6.00 -0.04 3.32  C177 1.533, N179 1.566, H191 1.090, H192 1.090
179 N -5.30 1.35 3.51  C178 1.566, C180 1.547, C184 1.569, C185 1.547
180 C -4.95 1.79 4.95  N179 1.547, C181 1.519, H193 1.090, H194 1.090
181 C -4.35 3.19 5.01  C180 1.519, C182 1.543, H195 1.090, H196 1.090
182 C -5.26 4.16 4.22  C181 1.543, C183 1.490, H197 1.090, H198 1.090
183 C -5.74 3.74 2.87  C182 1.490, C184 1.529, H199 1.090, H200 1.090
184 C -6.33 2.34 2.87  N179 1.569, C183 1.529, H201 1.090, H202 1.090
185 C -4.01 1.41 2.66  N179 1.547, H203 1.090, H204 1.090, H205 1.090
186 H -7.56 -2.27 4.42  C176 1.090
187 H -6.18 -3.03 4.95  C176 1.090
188 H -6.55 -2.54 3.14  C176 1.090
189 H -4.63 -1.22 4.60  C177 1.090
190 H -6.06 -0.66 5.47  C177 1.090
191 H -7.08 0.07 3.27  C178 1.090
192 H -5.64 -0.51 2.41  C178 1.090
193 H -5.91 1.86 5.46  C180 1.090
194 H -4.28 1.05 5.38  C180 1.090
195 H -4.19 3.54 6.02  C181 1.090
196 H -3.34 3.16 4.61  C181 1.090
197 H -6.17 4.21 4.83  C182 1.090
198 H -5.00 5.21 4.29  C182 1.090
199 H -6.51 4.46 2.60  C183 1.090
200 H -5.06 3.85 2.03  C183 1.090
201 H -7.31 2.33 3.36  C184 1.090
202 H -6.25 2.26 1.78  C184 1.090
203 H -3.46 2.34 2.79  C185 1.090
204 H -4.36 1.35 1.63  C185 1.090
205 H -3.37 0.56 2.88  C185 1.090
206 C 3.89 -7.12 0.16  C207 1.511, H216 1.090, H217 1.090, H218 1.090
207 C 4.05 -6.14 -0.98  C206 1.511, C208 1.560, H219 1.090, H220 1.090
208 C 5.45 -5.46 -1.12  C207 1.560, N209 1.584, H221 1.090, H222 1.090
209 N 5.52 -4.40 -2.30  C208 1.584, C210 1.538, C214 1.541, C215 1.509
210 C 6.98 -3.94 -2.37  N209 1.538, C211 1.591, H223 1.090, H224 1.090
211 C 7.27 -3.02 -3.64  C210 1.591, C212 1.515, H225 1.090, H226 1.090
212 C 6.71 -3.48 -4.97  C211 1.515, C213 1.582, H227 1.090, H228 1.090
213 C 5.19 -3.87 -4.81  C212 1.582, C214 1.562, H229 1.090, H230 1.090
214 C 5.04 -4.93 -3.66  N209 1.541, C213 1.562, H231 1.090, H232 1.090
215 C 4.69 -3.17 -2.02  N209 1.509, H233 1.090, H234 1.090, H235 1.090
216 H 4.26 -6.74 1.11  C206 1.090
217 H 4.43 -8.03 -0.08  C206 1.090
218 H 2.85 -7.44 0.24  C206 1.090
219 H 3.29 -5.39 -0.78  C207 1.090
220 H 3.71 -6.68 -1.87  C207 1.090
221 H 6.16 -6.24 -1.41  C208 1.090
222 H 5.64 -4.97 -0.16  C208 1.090
223 H 7.38 -4.90 -2.68  C210 1.090
224 H 7.41 -3.61 -1.43  C210 1.090
225 H 8.34 -2.81 -3.52  C211 1.090
226 H 6.89 -2.00 -3.56  C211 1.090
227 H 7.27 -4.37 -5.27  C212 1.090
228 H 6.96 -2.77 -5.76  C212 1.090
229 H 4.75 -4.53 -5.57  C213 1.090
230 H 4.49 -3.04 -4.77  C213 1.090
231 H 5.53 -5.87 -3.89  C214 1.090
232 H 3.98 -5.16 -3.55  C214 1.090
233 H 5.17 -2.40 -2.63  C215 1.090
234 H 4.81 -2.91 -0.97  C215 1.090
235 H 3.64 -3.20 -2.29  C215 1.090
236 C -2.09 -2.85 7.17  C237 1.579, H246 1.090, H247 1.090, H248 1.090
237 C -1.06 -3.32 6.08  C236 1.579, C238 1.562, H249 1.090, H250 1.090
238 C -1.43 -3.17 4.57  C237 1.562, N239 1.579, H251 1.090, H252 1.090
239 N -0.30 -3.79 3.65  C238 1.579, C240 1.563, C244 1.572, C245 1.505
240 C -0.82 -3.66 2.19  N239 1.563, C241 1.489, H253 1.090, H254 1.090
241 C 0.22 -3.90 1.15  C240 1.489, C242 1.465, H255 1.090, H256 1.090
242 C 1.49 -3.18 1.19  C241 1.465, C243 1.574, H257 1.090, H258 1.090
243 C 2.08 -3.20 2.65  C242 1.574, C244 1.552, H259 1.090, H260 1.090
244 C 0.98 -2.88 3.70  N239 1.572, C243 1.552, H261 1.090, H262 1.090
245 C 0.02 -5.25 3.86  N239 1.505, H263 1.090, H264 1.090, H265 1.090
246 H -2.53 -1.96 6.72  C236 1.090
247 H -1.74 -2.59 8.17  C236 1.090
248 H -2.97 -3.50 7.27  C236 1.090
249 H -0.84 -4.36 6.35  C237 1.090
250 H -0.21 -2.77 6.47  C237 1.090
251 H -1.58 -2.12 4.31  C238 1.090
252 H -2.29 -3.73 4.21  C238 1.090
253 H -1.09 -2.61 2.04  C240 1.090
254 H -1.70 -4.26 1.93  C240 1.090
255 H -0.26 -3.85 0.17  C241 1.090
256 H 0.43 -4.97 1.25  C241 1.090
257 H 1.29 -2.13 0.98  C242 1.090
258 H 2.24 -3.45 0.44  C242 1.090
259 H 2.99 -2.63 2.79  C243 1.090
260 H 2.30 -4.22 2.98  C243 1.090
261 H 0.58 -1.89 3.50  C244 1.090
262 H 1.54 -2.90 4.63  C244 1.090
263 H 0.64 -5.80 3.16  C245 1.090
264 H -0.89 -5.83 4.01  C245 1.090
265 H 0.47 -5.38 4.84  C245 1.090
266 C -2.11 5.13 2.36  C267 1.522, H270 1.090, H271 1.090, H272 1.090
267 C -2.22 4.86 0.87  C266 1.522, O268 1.257, O269 1.222
268 O -2.91 3.85 0.54  C267 1.257
269 O -1.83 5.68 0.05  C267 1.222
270 H -1.91 6.18 2.55  C266 1.090
271 H -1.34 4.54 2.85  C266 1.090
272 H -3.05 5.01 2.90  C266 1.090
273 C 1.97 3.46 -4.57  C274 1.515, H277 1.090, H278 1.090, H279 1.090
274 C 1.89 2.95 -3.15  C273 1.515, O275 1.229, O276 1.222
275 O 0.86 3.09 -2.49  C274 1.229
276 O 2.88 2.42 -2.66  C274 1.222
277 H 2.54 2.76 -5.18  C273 1.090
278 H 2.47 4.43 -4.59  C273 1.090
279 H 1.04 3.62 -5.11  C273 1.090
280 C -8.06 -2.83 0.09  C281 1.501, H284 1.090, H285 1.090, H286 1.090
281 C -8.76 -1.62 0.63  C280 1.501, O282 1.253, O283 1.282
282 O -10.02 -1.64 0.66  C281 1.253
283 O -8.08 -0.61 1.05  C281 1.282
284 H -7.02 -2.50 0.02  C280 1.090
285 H -8.25 -3.18 -0.92  C280 1.090
286 H -8.25 -3.72 0.68  C280 1.090
287 C -0.39 -5.06 -4.52  C288 1.560, H291 1.090, H292 1.090, H293 1.090
288 C 0.92 -5.52 -3.81  C287 1.560, O289 1.224, O290 1.262
289 O 1.06 -5.11 -2.66  C288 1.224
290 O 1.71 -6.17 -4.55  C288 1.262
291 H -1.22 -4.89 -3.84  C287 1.090
292 H -0.74 -5.92 -5.10  C287 1.090
293 H -0.31 -4.26 -5.25  C287 1.090
294 C 8.40 -0.89 0.70  C295 1.606, H298 1.090, H299 1.090, H300 1.090
295 C 6.89 -1.34 0.44  C294 1.606, O296 1.240, O297 1.250
296 O 6.40 -2.20 1.19  C295 1.240
297 O 6.36 -0.88 -0.60  C295 1.250
298 H 8.62 -0.07 1.39  C294 1.090
299 H 8.71 -0.53 -0.28  C294 1.090
300 H 9.09 -1.63 1.10  C294 1.090
301 C 0.83 0.67 5.17  F302 1.327, F303 1.307, F304 1.326, S305 1.930
302 F 1.15 1.46 6.19  C301 1.327
303 F 1.76 0.81 4.27  C301 1.307
304 F 0.83 -0.54 5.70  C301 1.326
305 S -0.89 1.01 4.36  C301 1.930, O306 1.461, O307 1.482, O308 1.455
306 O -0.97 2.46 4.21  S305 1.461
307 O -0.90 0.28 3.07  S305 1.482
308 O -1.87 0.49 5.30  S305 1.455
309 C -3.46 -1.37 -3.96  F310 1.296, F311 1.339, F312 1.343, S313 2.031
310 F -2.31 -1.96 -3.89  C309 1.296
311 F -4.19 -1.86 -4.97  C309 1.339
312 F -4.12 -1.50 -2.80  C309 1.343
313 S -3.30 0.56 -4.58  C309 2.031, O314 1.517, O315 1.465, O316 1.426
314 O -4.01 1.37 -3.51  S313 1.517
315 O -1.86 0.79 -4.65  S313 1.465
316 O -3.94 0.50 -5.86  S313 1.426
317 C -6.05 -6.29 1.69  F318 1.352, F319 1.312, F320 1.323, S321 1.941
318 F -6.09 -4.96 1.41  C317 1.352
319 F -6.77 -6.50 2.76  C317 1.312
320 F -6.60 -7.02 0.74  C317 1.323
321 S -4.23 -6.95 1.86  C317 1.941, O322 1.509, O323 1.475, O324 1.483
322 O -3.43 -5.93 2.64  S321 1.509
323 O -4.35 -8.20 2.63  S321 1.475
324 O -3.73 -6.98 0.47  S321 1.483